Density functional theory data (ωB97M-V/def2-TZVPD) for an isolated molecule of C5H8N2 in a non-equilibrium geometry.

Last column: Löwdin charge in e.
Geometry (Å):
1 H 1.81 -2.00 -0.20  0.090
2 N 2.05 -0.95 -0.07  0.098
3 C 0.99 -0.29 0.01  -0.461
4 N 0.98 1.15 0.06  0.055
5 C -0.54 1.47 0.20  -0.123
6 C -1.14 0.27 -0.40  -0.297
7 C -1.80 -0.97 -0.06  -0.069
8 C -0.41 -0.78 0.30  -0.234
9 H 1.56 1.64 -0.59  0.111
10 H -0.61 2.33 -0.53  0.128
11 H -0.83 1.62 1.19  0.095
12 H -0.95 0.20 -1.50  0.164
13 H -2.35 -1.06 0.96  0.155
14 H -2.01 -1.46 -1.00  0.111
15 H -0.45 -0.89 1.47  0.177

The HOMO energy comes out at -8.40 eV. The calculated total energy is -8290.12342 eV. As for the structure (SMILES): [H]/N=C1/NC[C@@H]2C[C@@H]12. The value obtained for the relative energy (zero: lowest compared OMol25 entry of this formula, charge and spin) is 112.4 kcal/mol. The multiplicity is 1. The HOMO-LUMO gap comes out at 9.3 eV.

---

Density functional theory data (ωB97M-V/def2-TZVPD) for a cluster of 3 separate species, C25H43BClN3O10P in total in a non-equilibrium geometry.

Last column: Löwdin charge in e.
Geometry (Å):
1 C -1.45 -4.24 3.79  -0.051
2 C -1.74 -2.90 3.14  -0.204
3 O -0.56 -2.29 2.55  0.071
4 B -0.27 -2.62 1.29  -0.665
5 O -0.31 -3.92 0.84  0.201
6 C 0.27 -1.52 0.21  0.033
7 C 1.62 -1.67 -0.12  -0.043
8 C 2.42 -2.74 0.52  -0.207
9 C 2.91 -3.83 -0.20  -0.010
10 C 3.67 -4.75 0.49  -0.120
11 N 3.96 -4.72 1.79  0.093
12 C 3.48 -3.69 2.47  -0.088
13 C 2.74 -2.69 1.86  0.003
14 C 2.23 -0.77 -1.00  -0.091
15 C 3.67 -0.85 -1.39  -0.093
16 C 4.36 0.45 -1.04  -0.829
17 O 4.29 0.92 0.03  0.097
18 Cl 5.25 1.21 -2.35  0.731
19 C 1.44 0.23 -1.53  0.069
20 C 0.10 0.37 -1.21  -0.155
21 C -0.61 1.54 -1.86  -0.114
22 C -1.11 1.28 -3.29  -0.141
23 C -2.16 0.21 -3.47  -0.252
24 O -1.76 -1.05 -2.94  -0.061
25 N -0.48 -0.51 -0.34  0.032
26 P -2.18 -0.50 0.13  0.511
27 N -2.31 -0.15 1.62  -0.068
28 O -3.09 0.47 -0.73  -0.112
29 O -2.72 -1.92 -0.29  -0.076
30 H -2.09 -4.37 4.65  0.080
31 H -0.42 -4.33 4.11  0.087
32 H -1.69 -5.05 3.10  0.076
33 H -2.54 -2.98 2.43  0.111
34 H -2.06 -2.20 3.91  0.121
35 H -0.91 -4.02 0.08  0.125
36 H 2.71 -3.94 -1.25  0.126
37 H 4.07 -5.59 -0.08  0.112
38 H 3.69 -3.60 3.52  0.120
39 H 2.40 -1.85 2.46  0.116
40 H 4.17 -1.68 -0.90  0.128
41 H 3.74 -1.04 -2.46  0.126
42 H 1.88 0.95 -2.20  0.144
43 H 0.16 2.30 -1.97  0.125
44 H -1.33 2.03 -1.22  0.109
45 H -0.23 0.97 -3.86  0.122
46 H -1.45 2.19 -3.76  0.119
47 H -2.33 0.11 -4.54  0.129
48 H -3.12 0.53 -3.08  0.098
49 H -1.60 -1.65 -3.67  0.102
50 H -1.42 0.05 2.07  0.022
51 H -3.29 1.22 -0.16  0.108
52 H -3.58 -1.84 -0.71  0.114
53 C -3.96 4.09 -3.34  -0.113
54 O -4.13 3.46 -4.59  -0.199
55 C -5.32 2.67 -4.66  -0.207
56 C -6.41 3.39 -5.42  -0.205
57 O -6.86 4.53 -4.72  -0.187
58 C -6.35 5.75 -5.24  -0.103
59 H -3.15 4.81 -3.43  0.093
60 H -4.86 4.62 -3.02  0.090
61 H -3.69 3.35 -2.57  0.070
62 H -5.66 2.40 -3.66  0.125
63 H -5.06 1.75 -5.20  0.122
64 H -7.27 2.71 -5.52  0.129
65 H -6.07 3.66 -6.42  0.130
66 H -6.83 5.99 -6.19  0.092
67 H -5.27 5.71 -5.37  0.083
68 H -6.59 6.54 -4.52  0.091
69 C 2.54 0.44 4.35  -0.107
70 O 3.68 -0.33 4.00  -0.215
71 C 4.76 0.46 3.52  -0.202
72 C 5.82 0.66 4.57  -0.202
73 O 5.35 1.45 5.65  -0.186
74 C 5.01 0.69 6.80  -0.106
75 H 1.85 -0.21 4.89  0.091
76 H 2.81 1.28 4.99  0.088
77 H 2.04 0.81 3.45  0.083
78 H 4.39 1.43 3.16  0.127
79 H 5.20 -0.07 2.67  0.118
80 H 6.66 1.20 4.12  0.129
81 H 6.19 -0.30 4.93  0.128
82 H 5.91 0.32 7.29  0.091
83 H 4.36 -0.16 6.55  0.082
84 H 4.48 1.35 7.48  0.091

The total charge is +1. The HOMO energy comes out at -11.02 eV. The calculated total energy is -74050.78404 eV. The multiplicity is 1. The HOMO-LUMO gap comes out at 7.0 eV.

---

Density functional theory data (ωB97M-V/def2-TZVPD) for a cluster of 2 separate species, C4H13N2OS in total in a non-equilibrium geometry.

Last column: Löwdin charge in e.
Geometry (Å):
1 N -0.10 1.95 -0.83  -0.014
2 C -0.19 0.91 0.17  -0.508
3 C 0.13 1.40 1.66  -0.694
4 S 1.20 2.90 1.69  0.098
5 C 0.71 -0.25 -0.11  -0.206
6 N 0.12 -1.08 -1.23  -0.125
7 C 0.93 -2.28 -1.46  -0.178
8 H -0.72 2.68 -0.52  0.044
9 H 0.83 2.36 -0.77  -0.002
10 H -1.24 0.63 0.15  0.076
11 H -0.80 1.65 2.16  0.022
12 H 0.63 0.59 2.19  0.020
13 H 0.76 -0.99 0.69  0.106
14 H 1.68 0.15 -0.42  0.121
15 H 0.22 -0.56 -2.10  0.087
16 H 1.89 -2.10 -1.98  0.069
17 H 0.34 -3.01 -2.00  0.059
18 H 1.32 -2.68 -0.52  0.065
19 H -2.71 -1.49 0.76  0.027
20 H -2.38 0.02 1.04  -0.004
21 O -2.63 -0.81 1.44  -0.063

The total charge is -1. The HOMO energy comes out at -2.55 eV. The calculated total energy is -20222.07761 eV. The value obtained for the relative energy (zero: lowest compared OMol25 entry of this formula, charge and spin) is 19.7 kcal/mol. The multiplicity is 1. The HOMO-LUMO gap comes out at 6.0 eV.

---

Density functional theory data (ωB97M-V/def2-TZVPD) for a cluster of 2 separate species, C4H6F3NS in total in a non-equilibrium geometry.

Last column: Löwdin charge in e.
Geometry (Å):
1 C 0.95 -0.22 -0.11  -0.013
2 C -1.24 0.86 -0.22  -0.026
3 C -1.08 -1.49 -0.38  -0.042
4 C 1.79 0.96 0.25  -0.554
5 N -0.30 -0.28 -0.21  -0.196
6 F 1.26 2.00 1.08  0.045
7 F 2.28 1.65 -0.84  0.093
8 F 2.91 0.63 0.87  0.118
9 S 1.59 -2.64 1.41  0.120
10 H -1.84 0.95 0.65  0.089
11 H -0.77 1.86 -0.19  0.100
12 H -1.87 0.83 -1.08  0.095
13 H -1.06 -1.62 -1.40  0.077
14 H -0.47 -2.18 0.15  -0.043
15 H -2.14 -1.31 0.02  0.136

The HOMO energy (spin up / spin down) comes out at -8.94 / -9.02 eV. The calculated total energy is -24717.71434 eV. The value obtained for the relative energy (zero: lowest compared OMol25 entry of this formula, charge and spin) is 123.6 kcal/mol. The multiplicity is 1. The HOMO-LUMO gap (spin up / spin down) comes out at 7.1 / 7.0 eV.

---

Density functional theory data (ωB97M-V/def2-TZVPD) for a cluster of 2 separate species, CH4NO3 in total.

Last column: Löwdin charge in e.
Geometry (Å):
1 N -0.98 -0.97 -1.42  0.078
2 C -0.16 -0.04 -0.76  -0.863
3 O -0.28 0.04 0.49  -0.116
4 O 0.60 0.63 -1.49  -0.100
5 H -1.19 -0.77 -2.38  0.053
6 H -1.70 -1.42 -0.87  0.051
7 H 0.78 0.56 2.65  0.011
8 H 1.43 0.84 1.42  0.009
9 O 1.50 1.14 2.35  -0.124

The total charge is -1. The HOMO energy comes out at -4.13 eV. The calculated total energy is -8736.76830 eV. The value obtained for the relative energy (zero: lowest compared OMol25 entry of this formula, charge and spin) is 4.0 kcal/mol. The multiplicity is 1. The HOMO-LUMO gap comes out at 8.6 eV.